4 unconnected molecules or ions with the total composition C23H36F5NO4 at a distorted geometry, computed with wB97M-V/def2-TZVPD.

Each line ends with the Mulliken charge.
Cartesian coordinates (Å):
F (-0.972278, -0.772491, -3.433142)  -0.320
F (-2.505237, -2.298753, -2.275777)  -0.300
F (2.828641, 2.286049, 0.453002)  -0.222
F (3.793005, 0.355635, -0.787678)  -0.253
F (3.741526, 0.425961, 1.711382)  -0.273
O (-1.030879, -3.566093, -4.336700)  -0.275
O (5.703420, 5.331963, 3.625198)  -0.404
O (-1.306853, 2.717272, -0.439899)  -0.354
O (-3.790307, -2.426899, 2.123865)  -0.237
N (-1.159635, -7.127144, -5.748060)  -0.594
C (3.047491, 0.815408, 0.432421)  0.915
C (1.622257, -0.049760, 0.430499)  -0.105
C (-4.998469, -3.165331, 1.895415)  -0.548
C (6.327571, 4.221886, 1.629544)  -0.627
C (-1.158418, 4.894084, -1.358554)  -0.569
C (-0.269843, -3.177379, -3.144076)  -0.579
C (-0.229362, 3.409372, 0.205961)  0.318
C (-1.782567, 3.525855, -1.524851)  -0.439
C (-1.369128, -4.995228, -4.360951)  -0.416
C (-0.408787, -1.381384, -1.041862)  0.204
C (-1.088548, -1.903312, -2.459463)  0.816
C (5.115647, 3.533261, 2.202059)  0.087
C (-1.114028, -1.746751, 0.407266)  -0.479
C (-3.972589, -1.602037, 3.283006)  -0.480
C (-0.495383, -5.785949, -5.523921)  -0.302
C (0.153276, 4.563717, -0.694438)  -0.586
C (-5.858032, -2.993278, 3.128779)  -0.546
C (-0.457320, -1.274665, 1.868119)  -0.415
C (6.297562, 5.557722, 2.339408)  -0.442
C (0.963320, -0.404114, 1.891622)  -0.492
C (5.121020, 4.021293, 3.634342)  -0.542
C (-5.449812, -1.624685, 3.609450)  -0.570
C (0.992764, -0.490428, -1.035820)  -0.293
H (-3.602933, -0.593241, 3.079599)  0.286
H (0.621791, -5.902114, -5.190009)  0.200
H (7.233730, 3.670859, 1.908079)  0.290
H (5.669687, 6.277658, 1.803219)  0.245
H (-2.875453, 3.558156, -1.509127)  0.281
H (-1.460157, 3.053888, -2.459374)  0.256
H (5.150124, 2.443774, 2.122409)  0.151
H (5.744438, 3.383030, 4.269428)  0.268
H (0.601223, 2.718716, 0.377964)  -0.382
H (-1.771538, 5.505333, -0.685653)  0.259
H (-5.485333, -2.743776, 1.009627)  0.329
H (7.294472, 5.989264, 2.464446)  0.308
H (-3.380007, -2.034058, 4.096785)  0.284
H (6.305766, 4.317062, 0.540991)  0.333
H (-0.951053, -1.512897, 2.903965)  0.272
H (-6.926905, -3.085532, 2.920171)  0.321
H (-0.534905, -5.111753, -6.489805)  0.286
H (1.495093, -0.196679, -2.061856)  0.293
H (-5.654922, -1.451660, 4.668918)  0.331
H (1.465408, -0.075746, 2.911693)  0.308
H (-0.594200, 3.765320, 1.175268)  0.265
H (-1.049318, 5.430642, -2.304431)  0.344
H (-0.158295, -4.001085, -2.322632)  0.347
H (-2.511029, -5.057371, -4.704812)  0.258
H (-0.854624, -7.536765, -6.673630)  0.241
H (-2.117597, -2.347206, 0.457215)  0.330
H (4.212430, 3.886215, 1.690494)  0.037
H (-0.884445, -7.788527, -4.988786)  0.222
H (0.782609, -2.775297, -3.460104)  0.313
H (0.875541, 4.226752, -1.447342)  0.259
H (-5.972872, -0.855909, 3.028305)  0.279
H (0.593768, 5.402280, -0.149192)  0.390
H (-5.588877, -3.745503, 3.879639)  0.265
H (-1.321131, -5.542022, -3.328236)  0.282
H (-4.757187, -4.213313, 1.695467)  0.283
H (4.116679, 4.067707, 4.065163)  0.283

Forces on the atoms, in the same order (eV/Å):
-0.797 -2.808 2.484
3.813 1.440 -0.480
1.438 -4.803 -0.342
-1.652 2.244 4.203
-1.433 1.680 -4.340
1.112 -1.579 2.337
0.017 -0.217 -0.278
0.110 0.355 -0.109
-0.252 -0.005 0.213
1.204 0.228 -0.517
-1.466 -1.479 0.355
-1.958 -1.036 -0.043
0.043 -0.078 -0.480
0.577 -0.149 -0.233
-0.424 0.503 -0.040
-0.610 1.324 0.192
-0.078 -0.344 0.359
-0.105 -0.439 -0.162
-1.247 -0.816 -1.436
1.221 1.267 3.616
0.642 0.325 -0.063
-0.558 -0.205 -0.188
3.113 1.909 0.289
0.451 0.056 0.045
-0.128 0.772 0.692
0.630 0.040 -0.102
-0.221 -0.566 0.249
2.534 1.425 -3.706
-0.087 0.424 0.107
-2.353 -1.563 -4.032
0.082 0.023 0.413
-0.268 0.595 0.082
-2.240 -1.286 3.488
0.041 -0.126 -0.086
-1.931 0.429 -0.583
-0.064 0.076 -0.076
0.078 0.019 -0.080
0.090 -0.111 0.048
-0.076 0.054 -0.059
-0.029 0.178 0.044
-0.070 -0.083 0.015
-0.299 0.049 -0.027
0.042 -0.036 -0.109
-0.050 -0.081 0.002
-0.120 0.014 0.100
-0.013 0.062 0.087
0.015 0.011 0.122
0.902 0.370 -2.467
0.143 -0.008 -0.004
0.016 -1.514 1.930
-1.068 -0.606 2.523
0.056 -0.001 -0.127
-1.133 -0.738 -2.562
0.081 0.053 0.059
-0.043 -0.071 0.093
-0.339 1.397 -1.647
2.526 0.101 0.692
-0.379 0.610 1.630
2.165 1.357 -0.169
0.127 -0.093 0.099
-0.208 0.761 -1.035
-1.941 -0.681 0.687
-0.020 0.041 0.104
0.076 -0.051 0.108
-0.031 -0.111 -0.040
-0.071 0.044 -0.094
0.211 1.218 -1.754
0.084 0.136 -0.019
0.121 0.091 0.022

**2S+1**: 1
**LUMO level**: -0.437 eV
**Max |F|**: 5.04 eV/A
**Molar mass**: 485.5 g/mol
**Kohn-Sham gap**: 0.3176 hartree



13 unconnected molecules or ions with the total composition C4H33NO15 at a distorted geometry, computed with wB97M-V/def2-TZVPD.

Each line ends with the Mulliken charge.
Cartesian coordinates (Å):
O (1.345701, 2.484640, 0.704103)  -0.649
O (-2.673673, 3.631338, 0.691249)  -0.716
O (-0.697728, -0.654926, 3.887872)  -0.633
O (-1.684247, 2.459505, -1.641361)  -0.533
O (1.476565, -1.553429, -3.538983)  -0.564
O (-2.499685, 2.321470, 3.064139)  -0.628
O (-3.000189, 0.611007, -2.798107)  -0.770
O (4.560932, -1.780136, -0.141781)  -0.656
O (1.544473, -4.211532, -1.020556)  -0.634
O (-3.289134, -0.643626, 2.924190)  -0.625
O (-1.227621, -2.103355, -0.490054)  -0.630
O (1.559545, 1.053063, 2.517773)  -0.547
O (3.902807, 0.001002, -2.868507)  -0.646
O (-3.492590, -1.328949, -1.189006)  -0.701
O (2.366379, 1.936901, -1.804094)  -0.691
N (0.955704, -1.729024, 1.472055)  -0.543
C (0.070119, 0.581509, 0.687777)  0.708
C (-0.032082, -1.383876, -0.809337)  0.228
C (1.076257, 1.334165, 1.464542)  0.129
C (0.716999, -0.805789, 0.319299)  0.545
H (-3.611731, -0.031993, -2.342048)  0.442
H (1.593193, -3.841486, -0.093414)  0.341
H (0.241184, -0.695820, 3.741492)  0.265
H (-3.246769, 1.798813, 3.373048)  0.308
H (3.478417, 0.662549, -2.317670)  0.380
H (0.041387, -2.215605, 1.591545)  0.440
H (-0.375358, 1.225969, -0.071493)  0.234
H (-2.608954, 2.794440, 2.231529)  0.413
H (-2.902243, -0.881587, -0.568455)  0.432
H (-1.158278, -3.042673, -0.630225)  0.294
H (2.209760, -0.980716, -3.850674)  0.301
H (-2.157932, 0.111831, -2.904319)  0.291
H (-3.109680, 3.855364, -0.140868)  0.328
H (-0.528436, -0.459151, -1.370141)  -0.121
H (1.147561, -2.318036, -3.991748)  0.253
H (0.651029, -1.748813, -1.555047)  -0.063
H (2.293693, 2.808989, 0.864739)  0.375
H (4.353839, -0.687077, -2.392995)  0.325
H (1.552325, 2.327553, -2.151013)  0.286
H (3.909342, -2.437975, -0.442369)  0.319
H (-2.489584, 1.999038, -1.928609)  0.376
H (1.018089, -1.248644, 2.368632)  0.125
H (1.757084, -0.570591, 0.014167)  -0.184
H (-1.223376, 3.069848, -2.199406)  0.223
H (2.165861, 2.051236, -0.858655)  0.355
H (-1.782108, 3.567030, 0.357999)  0.265
H (-0.835321, 0.152455, 4.399801)  0.324
H (2.028754, -3.609807, -1.641875)  0.291
H (-2.346839, -0.470719, 2.989682)  0.297
H (-3.326857, -1.569330, 3.172081)  0.299
H (-0.792251, 0.242502, 1.276674)  -0.305
H (4.115363, -1.295077, 0.587210)  0.321
H (-3.010234, -2.093524, -1.473393)  0.329

Forces on the atoms, in the same order (eV/Å):
2.706 0.046 0.928
-0.274 0.621 -0.354
-0.525 0.002 0.334
0.950 0.162 2.075
-0.091 1.090 1.542
1.095 -0.294 1.089
-0.176 -0.732 -0.216
-0.741 0.205 0.331
0.452 0.944 0.545
-0.292 -0.030 -0.165
1.161 -0.190 0.616
0.721 0.268 -0.083
-0.082 -0.178 -1.608
-1.402 0.653 0.284
-0.654 0.574 0.546
-2.183 -0.592 -0.512
-1.018 -1.473 1.189
-2.284 2.290 -2.592
-1.262 0.936 -0.470
1.897 1.669 1.535
0.935 0.407 -0.466
0.152 -0.235 -1.583
0.466 0.286 0.165
-0.174 0.277 -0.798
-0.048 -0.042 0.489
0.784 0.119 -0.096
0.531 -0.526 -0.527
-0.954 -0.278 -0.055
-0.166 -0.401 -0.007
0.613 -0.632 0.017
-0.322 -1.120 -0.297
-0.993 0.525 0.138
-0.414 -0.171 0.309
1.406 -1.588 0.913
0.630 -0.055 -1.153
-0.255 -1.101 -0.174
-1.914 -0.301 0.479
0.119 -0.021 0.840
0.252 -0.241 -0.527
0.327 0.329 0.337
0.258 0.027 -1.189
0.602 0.270 -0.794
-0.536 -0.119 -0.618
-0.555 0.132 -1.026
0.203 -0.291 -0.285
0.686 -0.326 0.017
0.028 0.038 -0.068
-0.661 -0.569 1.093
0.351 0.222 -0.002
-0.264 -0.178 0.057
0.158 0.553 0.520
0.370 -0.578 -0.675
0.386 -0.383 -0.051

**2S+1**: 1
**LUMO level**: -0.118 eV
**Max |F|**: 4.14 eV/A
**ΔE to the lowest compared entry with this formula, charge and spin**: 70.20 kcal/mol
**Molar mass**: 335.3 g/mol
**Kohn-Sham gap**: 0.3781 hartree



2 unconnected molecules or ions with the total composition CH3Cl2FSi at a distorted geometry, computed with wB97M-V/def2-TZVPD.

Each line ends with the Mulliken charge.
Cartesian coordinates (Å):
Cl (-0.531157, 3.140447, 0.604105)  -0.169
Cl (-2.338289, 0.696519, -0.272211)  -0.200
Si (-0.651904, 1.183457, 0.812629)  0.490
F (1.392490, 0.774042, -0.812910)  -0.269
C (0.920915, 0.197839, 0.352438)  -0.257
H (0.902707, -0.861142, 0.098755)  0.262
H (1.670056, 0.438382, 1.203031)  0.208
H (-0.242891, 1.131565, 2.817316)  -0.064

Forces on the atoms, in the same order (eV/Å):
0.410 1.351 -0.364
0.401 -0.299 0.583
0.775 -1.482 3.274
0.504 0.555 -0.749
0.777 0.892 0.726
-0.463 -0.175 0.782
-1.134 -0.573 -1.263
-1.269 -0.269 -2.989

**2S+1**: 1
**LUMO level**: -0.037 eV
**Max |F|**: 3.68 eV/A
**ΔE to the lowest compared entry with this formula, charge and spin**: 111.87 kcal/mol
**Molar mass**: 133.0 g/mol
**Kohn-Sham gap**: 0.3693 hartree



Question: The lowest max |F| belongs to which entry?
Answer: CH3Cl2FSi



Question: The highest molar mass belongs to which entry?
Answer: C23H36F5NO4